Density functional theory data (ωB97M-V with the def2-TZVPD basis set) for C42H28AuCl5O3P2S as an isolated structure.

The geometry in XYZ format:
```
82
Properties=species:S:1:pos:R:3:mulliken_charge:R:1
Au -0.4530 0.6254 0.9202 0.161
O 0.5541 -2.9172 3.1081 -0.612
S 0.0908 -2.1507 1.9441 0.579
C 1.4705 -2.3108 0.7373 0.061
C 2.0469 -3.5696 0.7074 -0.533
C 3.2483 -3.8020 0.0557 -1.078
C 3.9227 -2.7478 -0.5430 -0.861
C 3.3701 -1.4793 -0.5067 -0.677
C 2.1325 -1.2429 0.1121 0.610
P 1.5877 0.4484 -0.1665 2.075
C 1.0635 0.6587 -1.8729 0.096
C 0.3459 1.9088 -2.3349 -0.639
C -0.0676 1.9089 -3.8056 0.163
C 0.4522 0.8376 -4.7005 -1.107
C 1.0610 -0.2256 -4.1791 -0.502
C 1.3126 -0.3343 -2.7450 -0.443
C 2.9627 1.5125 0.2648 1.209
C 3.8661 1.0921 1.2435 -0.696
C 4.8997 1.9290 1.6255 -0.921
C 5.0425 3.1779 1.0352 -0.622
C 4.1618 3.5870 0.0423 -0.892
C 3.1227 2.7591 -0.3464 -0.384
C -1.1322 -3.1695 1.1182 0.226
C -1.1571 -4.5257 1.3922 -0.624
C -2.1336 -5.3220 0.8123 -0.920
C -3.0808 -4.7547 -0.0277 -0.855
C -3.0749 -3.3874 -0.2647 -0.748
C -2.1007 -2.5727 0.3168 -0.046
P -2.2748 -0.7780 0.1256 2.455
C -3.2850 -0.1773 1.4800 0.370
C -3.2823 1.2117 1.6750 -0.439
C -3.9820 1.7625 2.7377 -1.028
C -4.6839 0.9306 3.5987 -0.677
C -4.6814 -0.4472 3.4091 -0.707
C -3.9797 -1.0093 2.3539 -0.776
C -3.1116 -0.5619 -1.4422 0.213
C -4.3850 -0.0009 -1.5010 -0.658
C -5.0344 0.0896 -2.7236 -0.878
C -4.4234 -0.3918 -3.8717 -0.616
C -3.1562 -0.9577 -3.8076 -0.915
C -2.4922 -1.0340 -2.5972 0.025
H 1.5684 -4.3765 1.2454 0.407
H 3.6693 -4.7978 0.0421 0.449
H 4.8780 -2.9049 -1.0240 0.482
H 3.9092 -0.6609 -0.9693 0.653
H 0.8011 2.8266 -1.9782 0.204
H -0.0263 2.8998 -4.2590 0.585
H 0.3070 0.9378 -5.7675 0.508
H 1.4260 -1.0273 -4.8063 0.487
H 1.7625 -1.2606 -2.4082 0.382
H 3.7707 0.1212 1.7024 0.462
H 5.5961 1.6021 2.3854 0.502
H 5.8505 3.8288 1.3404 0.463
H 4.2868 4.5496 -0.4335 0.519
H 2.4565 3.0953 -1.1242 0.067
H -0.4411 -4.9382 2.0910 0.602
H -2.1607 -6.3815 1.0264 0.434
H -3.8423 -5.3719 -0.4839 0.479
H -3.8360 -2.9529 -0.8988 0.555
H -2.7819 1.8732 0.9655 0.786
H -3.9924 2.8333 2.8846 0.503
H -5.2390 1.3573 4.4225 0.432
H -5.2264 -1.0869 4.0891 0.473
H -3.9667 -2.0834 2.2195 0.446
H -4.8754 0.3513 -0.6027 0.446
H -6.0222 0.5260 -2.7745 0.446
H -4.9372 -0.3289 -4.8213 0.423
H -2.6832 -1.3311 -4.7056 0.480
H -1.5027 -1.4756 -2.5502 0.554
Cl 1.6704 0.0196 3.5672 -0.096
C 1.4580 1.6619 3.1044 0.723
C 0.6726 1.9916 2.0062 -1.520
C 0.4889 3.3297 1.6879 1.344
Cl -0.5889 3.7477 0.4059 -0.066
C 1.1250 4.3398 2.4021 0.176
Cl 0.8951 5.9789 1.9763 -0.156
C 1.9658 3.9964 3.4626 0.378
Cl 2.8009 5.2120 4.3161 -0.136
C 2.1166 2.6558 3.8254 0.130
Cl 3.1389 2.2323 5.1289 -0.120
O -1.0535 1.9067 -1.9865 0.000
O -1.4242 1.6197 -3.3699 -0.273
```

Properties
Highest occupied orbital energy, eV: -13.78
Total charge: +2
Gap between HOMO and LUMO, eV: 6.075
LUMO level, eV: -7.71
Energy relative to the best compared isomer or geometry (same formula, charge and spin), kcal per mole: 13.4
Total energy, eV: -145848.94791